{
  "formula": "C23H24N2OS5SiTi",
  "method": "the ωB97M-V functional and the def2-TZVPD basis",
  "e_lumo_ev": -0.748,
  "spin_multiplicity": 1,
  "relative_energy_kcal_mol": 23.1,
  "energy_ha": -4205.6979,
  "fmax_ev_per_a": 0.6,
  "elements": ["Ti", "S", "C", "C", "C", "C", "C", "C", "S", "C", "C", "C", "C", "C", "C", "C", "S", "C", "C", "C", "C", "C", "C", "S", "N", "H", "H", "H", "H", "H", "H", "H", "H", "H", "H", "H", "H", "H", "H", "H", "C", "Si", "C", "C", "O", "H", "H", "H", "H", "H", "H", "H", "H", "H", "S", "C", "N"],
  "xyz": [[-1.025, -0.045, 0.270], [-2.812, 0.884, -1.038], [-2.593, -0.252, -2.377], [-3.370, 0.040, -3.509], [-3.301, -0.700, -4.670], [-2.449, -1.795, -4.757], [-1.693, -2.133, -3.655], [-1.745, -1.376, -2.483], [-0.742, -2.039, -1.142], [1.002, -1.915, -1.632], [1.810, -1.247, -0.547], [3.169, -1.495, -0.466], [3.944, -0.724, 0.382], [3.338, 0.290, 1.101], [1.965, 0.463, 1.010], [1.316, 1.599, 1.763], [-0.134, 2.317, 0.934], [0.681, 3.182, -0.378], [1.182, 4.454, -0.103], [1.871, 5.154, -1.071], [2.045, 4.570, -2.326], [1.534, 3.319, -2.602], [0.827, 2.583, -1.632], [0.150, 1.049, -2.059], [1.213, -0.333, 0.234], [-4.029, 0.896, -3.452], [-3.918, -0.421, -5.514], [-2.392, -2.387, -5.660], [-1.054, -3.007, -3.685], [1.080, -1.302, -2.531], [1.377, -2.917, -1.833], [3.612, -2.259, -1.090], [5.011, -0.888, 0.454], [3.918, 0.954, 1.727], [2.040, 2.400, 1.899], [0.971, 1.272, 2.740], [1.018, 4.885, 0.878], [2.259, 6.141, -0.861], [2.580, 5.106, -3.100], [1.662, 2.880, -3.582], [-0.328, -2.861, 2.660], [-0.765, -1.164, 3.322], [0.622, -0.625, 4.470], [-2.393, -1.150, 4.224], [-0.825, -0.076, 2.071], [-0.250, -3.583, 3.476], [0.640, -2.842, 2.147], [-1.082, -3.225, 1.961], [0.717, -1.338, 5.293], [0.433, 0.357, 4.911], [1.586, -0.598, 3.956], [-2.346, -1.779, 5.116], [-3.200, -1.526, 3.592], [-2.651, -0.137, 4.539], [-4.565, -3.166, 1.139], [-3.391, -2.127, 0.850], [-2.519, -1.365, 0.634]],
  "forces_ev_per_a": [[0.085, 0.409, -0.430], [0.008, -0.038, 0.099], [-0.003, -0.034, -0.035], [0.009, -0.005, 0.000], [-0.001, 0.009, 0.014], [0.002, -0.004, -0.001], [0.016, -0.009, -0.001], [-0.021, -0.002, -0.019], [0.083, 0.027, -0.010], [-0.068, -0.004, 0.008], [0.012, -0.023, -0.030], [0.029, 0.018, 0.010], [-0.030, -0.001, -0.006], [0.006, -0.010, -0.002], [0.026, 0.014, 0.004], [-0.014, 0.005, -0.006], [0.046, -0.074, 0.008], [-0.031, -0.017, 0.009], [-0.016, 0.003, 0.023], [0.013, 0.019, -0.006], [-0.013, -0.010, 0.014], [-0.005, 0.020, -0.003], [-0.005, -0.015, 0.008], [-0.030, -0.084, 0.028], [-0.015, -0.086, 0.094], [-0.002, 0.000, -0.010], [-0.001, 0.001, 0.000], [-0.001, -0.002, 0.001], [-0.003, -0.002, -0.007], [-0.012, 0.009, -0.002], [0.010, 0.001, 0.010], [-0.007, -0.003, -0.002], [0.002, -0.001, 0.000], [-0.004, 0.003, 0.001], [0.004, -0.002, -0.005], [0.020, 0.004, 0.020], [0.004, 0.004, -0.001], [0.000, 0.000, -0.002], [0.000, -0.002, -0.003], [0.004, 0.005, -0.003], [-0.025, 0.080, 0.026], [-0.008, -0.226, 0.185], [-0.091, -0.011, -0.020], [0.055, -0.036, -0.047], [0.079, 0.161, -0.007], [0.005, 0.005, 0.006], [0.003, 0.016, -0.001], [0.000, -0.021, 0.013], [-0.016, -0.002, 0.002], [0.012, 0.007, -0.013], [0.001, -0.003, -0.005], [0.006, -0.001, 0.000], [0.007, 0.006, -0.006], [0.005, 0.005, -0.006], [-0.099, -0.116, 0.083], [0.089, 0.109, -0.153], [-0.120, -0.101, 0.176]],
  "mulliken_charge": [0.5615, -0.3665, 1.0589, -0.8974, -0.6128, -0.7614, -0.5869, 0.4382, -0.2887, -1.1462, 0.3696, -0.9277, -0.6365, -0.9767, 0.5691, -0.9771, -0.2075, -0.0579, -0.5491, -0.6837, -0.5522, -0.8760, 0.9056, -0.1366, 1.3076, 0.4297, 0.3806, 0.3910, 0.4086, 0.4453, 0.6765, 0.5193, 0.4331, 0.5125, 0.7410, -0.0503, 0.4735, 0.3840, 0.3643, 0.4360, -0.9831, 0.4611, -1.2732, -1.0436, -0.0134, 0.4791, 0.2076, 0.2705, 0.4185, 0.3283, 0.3192, 0.3277, 0.2606, 0.3058, -0.3973, 0.1613, -0.3440]
}

---

{
  "formula": "C23H24N3O6",
  "method": "the ωB97M-V functional and the def2-TZVPD basis",
  "e_lumo_ev": 1.883,
  "spin_multiplicity": 1,
  "relative_energy_kcal_mol": 0.0,
  "charge": -1,
  "energy_ha": -1506.6552,
  "fmax_ev_per_a": 2.1,
  "elements": ["O", "O", "O", "O", "O", "O", "C", "C", "C", "C", "C", "C", "C", "C", "C", "C", "C", "C", "C", "C", "C", "C", "C", "C", "N", "N", "N", "C", "C", "C", "C", "C", "H", "H", "H", "H", "H", "H", "H", "H", "H", "H", "H", "H", "H", "H", "H", "H", "H", "H", "H", "H", "H", "H", "H", "H"],
  "xyz": [[-0.256, -0.689, -0.573], [-0.117, -3.920, 1.467], [5.051, -1.708, 1.308], [2.219, -0.010, 2.078], [5.186, -3.910, 1.092], [-2.705, 3.710, -7.039], [-1.129, 0.166, -0.671], [0.714, -3.639, 2.317], [4.759, -2.874, 1.648], [2.874, -0.662, 2.888], [-2.024, 1.893, -2.370], [-1.353, 0.743, -2.010], [-3.476, 1.173, 2.791], [-2.135, 0.804, 2.926], [-4.063, 1.206, 1.523], [-1.523, 1.715, -6.549], [-1.380, 0.479, 1.794], [-3.307, 0.879, 0.393], [-2.473, 2.962, -4.703], [-1.004, 0.767, -5.655], [-2.249, 2.825, -6.089], [-1.948, 0.526, 0.509], [-1.959, 2.012, -3.817], [-1.228, 0.930, -4.289], [-0.853, 0.181, -3.183], [3.688, 0.019, 3.703], [1.612, -2.675, 2.120], [-2.953, 5.056, -6.612], [0.689, -4.394, 3.634], [4.488, -0.474, 4.820], [3.918, -3.069, 2.915], [2.648, -2.192, 3.052], [-2.505, 2.593, -1.694], [-4.060, 1.420, 3.672], [-1.669, 0.762, 3.905], [-5.110, 1.474, 1.417], [-1.355, 1.602, -7.615], [-0.338, 0.185, 1.910], [-3.795, 0.877, -0.577], [-3.042, 3.791, -4.301], [-0.435, -0.083, -6.019], [-0.266, -0.656, -3.205], [3.799, 0.984, 3.435], [1.544, -2.178, 1.240], [-2.116, 5.439, -6.019], [-3.870, 5.109, -6.017], [-3.075, 5.701, -7.487], [0.496, -3.697, 4.446], [-0.110, -5.132, 3.590], [1.639, -4.901, 3.782], [5.415, -0.904, 4.434], [3.938, -1.231, 5.378], [4.734, 0.352, 5.488], [4.565, -2.900, 3.774], [3.623, -4.117, 2.977], [2.284, -2.323, 4.068]],
  "forces_ev_per_a": [[-0.495, 0.602, 0.017], [-0.211, -0.102, -0.370], [-0.659, 0.662, 0.596], [-0.105, -0.575, -0.099], [-0.467, -0.348, 0.436], [0.073, 0.503, -0.003], [1.332, -1.618, -0.343], [-0.854, -0.602, 0.116], [1.231, -0.235, -1.027], [-1.142, -0.040, -1.249], [-0.086, -0.005, -0.342], [-0.656, 1.202, -1.297], [0.237, -0.094, -0.299], [-0.129, -0.037, -0.567], [0.450, -0.196, 0.044], [0.402, -0.674, 0.509], [0.012, -0.031, -0.030], [0.137, 0.054, 0.303], [-0.056, 0.340, -1.163], [-0.186, 0.263, -0.569], [-0.121, 0.087, 1.481], [-0.970, 0.670, 0.700], [-0.360, 0.535, 0.956], [0.301, -0.463, 0.594], [0.438, -0.852, 0.175], [0.676, -0.060, 1.456], [1.074, 1.488, 0.391], [0.014, -0.389, 0.166], [0.228, 0.151, -0.226], [0.048, -0.079, -0.808], [-0.442, 0.146, 0.299], [0.490, -0.454, -0.375], [0.115, -0.227, -0.136], [0.025, -0.001, -0.091], [-0.066, 0.015, -0.128], [0.112, -0.049, -0.021], [-0.016, 0.043, 0.114], [-0.088, 0.051, -0.136], [0.151, 0.013, 0.065], [0.013, 0.057, -0.106], [-0.066, 0.120, -0.070], [-0.411, 0.558, 0.191], [-0.064, -0.121, -0.078], [-0.029, 0.019, 0.034], [-0.045, -0.110, 0.011], [0.047, 0.017, 0.007], [0.043, -0.433, -0.032], [0.099, -0.019, 0.257], [0.054, 0.134, -0.074], [0.091, 0.019, 0.251], [0.065, -0.090, 0.212], [0.044, 0.032, 0.030], [-0.122, -0.007, -0.040], [0.196, 0.112, 0.075], [-0.119, 0.036, -0.063], [-0.230, -0.018, 0.258]],
  "mulliken_charge": [-0.5806, -0.6999, -0.6993, -0.6873, -0.7779, -0.4699, 0.1698, 0.7627, 0.4711, -0.1032, -1.0901, 0.1411, -0.2795, -0.7121, -0.7682, -0.4694, -0.2555, -0.2596, -0.1931, -0.9432, 0.5549, 0.2456, 1.0095, -0.5095, -0.0374, -0.0711, 0.0687, -0.8067, -1.0924, -0.9701, -0.5553, 0.0851, 0.6028, 0.3678, 0.4020, 0.3670, 0.4145, 0.7056, 0.5614, 0.3443, 0.3778, 0.2199, 0.2857, 0.2197, 0.3610, 0.2738, 0.2489, 0.2461, 0.3319, 0.2919, 0.2879, 0.3001, 0.3409, 0.4383, 0.2173, 0.3162]
}

---

{
  "formula": "C23H24N4O",
  "method": "the ωB97M-V functional and the def2-TZVPD basis",
  "smiles": "O=C(Nc1ccc2nc(-c3cccnc3)[nH]c2c1)[C@]12C[C@H]3C[C@H](C[C@H](C3)C1)C2",
  "e_lumo_ev": 0.277,
  "spin_multiplicity": 1,
  "relative_energy_kcal_mol": 0.0,
  "energy_ha": -1185.2038,
  "fmax_ev_per_a": 1.0,
  "elements": ["O", "C", "N", "C", "C", "C", "C", "N", "C", "C", "C", "C", "C", "N", "C", "N", "C", "C", "C", "C", "C", "C", "C", "C", "C", "C", "C", "C", "H", "H", "H", "H", "H", "H", "H", "H", "H", "H", "H", "H", "H", "H", "H", "H", "H", "H", "H", "H", "H", "H", "H", "H"],
  "xyz": [[1.781, -0.294, 0.157], [0.910, -1.084, -0.135], [-0.411, -0.762, -0.228], [-1.035, 0.472, -0.021], [-2.433, 0.511, -0.189], [-3.162, 1.663, -0.015], [-2.472, 2.819, 0.339], [-2.916, 4.087, 0.576], [-1.856, 4.794, 0.874], [-1.892, 6.204, 1.195], [-0.757, 6.952, 1.511], [-0.900, 8.296, 1.804], [-2.171, 8.851, 1.771], [-3.257, 8.154, 1.473], [-3.123, 6.875, 1.194], [-0.704, 4.042, 0.845], [-1.066, 2.770, 0.506], [-0.329, 1.611, 0.331], [1.204, -2.559, -0.439], [0.473, -3.471, 0.555], [0.811, -4.932, 0.253], [0.374, -5.273, -1.171], [1.115, -4.374, -2.160], [2.620, -4.594, -2.022], [3.050, -4.249, -0.597], [2.316, -5.153, 0.392], [2.713, -2.791, -0.303], [0.779, -2.910, -1.872], [-1.046, -1.506, -0.480], [-2.944, -0.402, -0.465], [-4.232, 1.679, -0.146], [0.226, 6.500, 1.531], [-0.042, 8.902, 2.052], [-2.332, 9.897, 1.993], [-4.023, 6.329, 0.954], [0.232, 4.356, 1.036], [0.739, 1.585, 0.460], [0.781, -3.220, 1.573], [-0.610, -3.335, 0.493], [0.279, -5.576, 0.962], [0.595, -6.320, -1.386], [-0.705, -5.134, -1.275], [0.801, -4.618, -3.182], [3.155, -3.964, -2.735], [2.864, -5.635, -2.245], [4.130, -4.397, -0.495], [2.633, -4.923, 1.412], [2.557, -6.199, 0.193], [3.242, -2.131, -0.992], [3.028, -2.524, 0.708], [1.304, -2.261, -2.576], [-0.294, -2.755, -2.014]],
  "forces_ev_per_a": [[0.182, 0.265, 0.085], [-0.066, -0.486, -0.122], [-0.316, -0.243, -0.096], [0.027, 0.444, 0.106], [-0.024, -0.088, -0.024], [0.163, 0.097, 0.043], [0.915, -0.307, 0.044], [-0.206, 0.710, 0.138], [-0.229, -0.656, -0.180], [0.116, 0.806, 0.201], [-0.326, -0.136, -0.073], [-0.042, 0.015, -0.002], [0.331, 0.104, 0.066], [-0.401, 0.304, 0.020], [0.211, -0.501, -0.089], [0.051, 0.288, 0.073], [-0.846, -0.450, -0.210], [0.230, -0.048, 0.018], [0.124, 0.321, 0.089], [0.033, -0.145, -0.027], [-0.154, -0.181, 0.174], [0.028, 0.043, 0.013], [-0.098, -0.079, -0.266], [-0.017, 0.016, 0.040], [0.208, -0.058, 0.013], [-0.008, 0.032, -0.032], [-0.012, -0.017, -0.005], [0.034, -0.144, -0.032], [0.208, 0.065, 0.041], [-0.054, -0.094, -0.028], [-0.134, -0.012, -0.020], [0.068, -0.024, 0.003], [0.041, 0.062, 0.020], [0.084, 0.091, 0.031], [-0.028, -0.102, -0.027], [-0.094, 0.003, -0.011], [0.063, -0.058, -0.005], [-0.040, 0.050, 0.054], [-0.046, 0.022, 0.029], [0.033, 0.056, -0.043], [-0.030, -0.062, -0.018], [-0.062, -0.030, -0.015], [0.018, 0.030, 0.069], [0.050, -0.001, -0.059], [0.032, -0.042, -0.050], [-0.061, 0.027, -0.001], [0.035, -0.029, 0.062], [0.022, -0.061, 0.033], [0.026, 0.045, 0.033], [0.031, 0.054, -0.003], [-0.029, 0.071, -0.035], [-0.039, 0.035, -0.027]],
  "mulliken_charge": [-0.7261, -1.3585, 0.1472, 0.8757, -0.5419, -1.3604, 0.6956, -0.7438, 0.2153, 0.2910, -0.2514, -0.4943, -0.3107, -0.6451, -0.1499, -0.0500, 0.2714, -0.9202, 2.2363, -1.1421, 0.4472, -1.4007, 0.4517, -1.4952, 0.3924, -1.4999, -1.5833, -1.1509, 0.1458, 0.3780, 0.4262, 0.3022, 0.3919, 0.3609, 0.4940, 0.1991, 0.6229, 0.4541, 0.4260, 0.2849, 0.5150, 0.4727, 0.2842, 0.4888, 0.4945, 0.2872, 0.4793, 0.5009, 0.4590, 0.4536, 0.4539, 0.4258]
}

---

{
  "formula": "C23H24N4O3S",
  "method": "the ωB97M-V functional and the def2-TZVPD basis",
  "smiles": "CCOc1cccc(N2C(=O)C[C@@H](N3CCN(c4nc5ccccc5s4)CC3)C2=O)c1",
  "e_lumo_ev": 0.455,
  "spin_multiplicity": 1,
  "relative_energy_kcal_mol": 16.7,
  "energy_ha": -1733.8362,
  "fmax_ev_per_a": 1.0,
  "elements": ["C", "C", "O", "C", "C", "C", "C", "C", "N", "C", "O", "C", "C", "N", "C", "C", "N", "C", "N", "C", "C", "C", "C", "C", "C", "S", "C", "C", "C", "O", "C", "H", "H", "H", "H", "H", "H", "H", "H", "H", "H", "H", "H", "H", "H", "H", "H", "H", "H", "H", "H", "H", "H", "H", "H"],
  "xyz": [[2.951, 0.449, -4.560], [2.068, -0.372, -3.633], [1.999, -1.685, -4.159], [1.220, -2.603, -3.544], [1.165, -3.864, -4.145], [0.395, -4.866, -3.597], [-0.344, -4.641, -2.446], [-0.282, -3.394, -1.847], [-1.034, -3.141, -0.666], [-1.072, -4.019, 0.409], [-0.448, -5.041, 0.486], [-2.024, -3.449, 1.438], [-2.395, -2.059, 0.927], [-1.880, -1.005, 1.789], [-0.439, -0.822, 1.718], [-0.010, 0.065, 2.890], [-0.695, 1.331, 2.824], [-0.138, 2.439, 2.307], [-0.782, 3.517, 2.038], [0.041, 4.521, 1.618], [-0.357, 5.805, 1.265], [0.600, 6.717, 0.864], [1.945, 6.371, 0.807], [2.365, 5.098, 1.152], [1.410, 4.185, 1.554], [1.633, 2.525, 2.048], [-2.135, 1.186, 2.793], [-2.549, 0.277, 1.633], [-1.794, -2.002, -0.480], [-1.915, -1.103, -1.270], [0.497, -2.375, -2.378], [2.523, 0.468, -5.558], [3.034, 1.465, -4.186], [3.942, 0.006, -4.616], [2.499, -0.395, -2.622], [1.062, 0.065, -3.578], [1.738, -4.025, -5.044], [0.361, -5.835, -4.070], [-0.950, -5.422, -2.018], [-2.890, -4.108, 1.509], [-1.555, -3.418, 2.420], [-3.477, -1.922, 0.859], [0.062, -1.789, 1.790], [-0.132, -0.334, 0.776], [1.069, 0.222, 2.878], [-0.292, -0.422, 3.829], [-1.402, 6.066, 1.314], [0.298, 7.717, 0.591], [2.674, 7.102, 0.492], [3.407, 4.822, 1.112], [-2.578, 2.175, 2.685], [-2.450, 0.734, 3.738], [-3.628, 0.119, 1.668], [-2.293, 0.760, 0.678], [0.520, -1.418, -1.884]],
  "forces_ev_per_a": [[-0.233, -0.337, 0.198], [0.072, 0.377, 0.063], [0.085, -0.077, -0.169], [-0.179, -0.355, 0.131], [0.087, 0.217, -0.003], [0.007, 0.092, 0.004], [-0.113, 0.114, 0.149], [0.157, -0.228, -0.373], [0.260, -0.075, -0.453], [-0.127, -0.133, 0.498], [0.037, -0.109, 0.016], [-0.022, 0.012, -0.062], [-0.095, 0.024, 0.212], [-0.078, -0.085, -0.061], [0.131, 0.060, 0.302], [0.199, -0.255, -0.230], [-0.170, -0.333, 0.174], [0.916, 0.348, -0.051], [-0.850, -0.201, 0.088], [0.836, 0.150, -0.171], [-0.011, -0.100, 0.032], [-0.022, 0.072, -0.021], [0.146, 0.066, -0.042], [0.053, -0.010, -0.014], [-0.323, -0.020, 0.045], [-0.441, 0.086, 0.004], [-0.452, 0.051, -0.170], [-0.009, 0.310, 0.191], [-0.358, 0.203, 0.136], [-0.026, 0.068, 0.001], [0.170, 0.186, -0.058], [-0.025, 0.046, -0.099], [0.020, 0.111, 0.024], [0.113, 0.004, -0.011], [-0.114, -0.026, -0.074], [0.085, -0.091, 0.058], [0.070, -0.022, -0.114], [0.006, -0.084, -0.050], [-0.034, -0.060, 0.051], [0.032, -0.019, -0.021], [0.019, -0.018, -0.048], [0.138, -0.022, -0.076], [0.040, -0.021, 0.005], [0.008, -0.060, 0.006], [-0.045, -0.058, 0.074], [0.113, -0.014, -0.058], [-0.123, 0.036, 0.003], [-0.022, 0.080, -0.023], [0.055, 0.064, -0.027], [0.123, 0.024, -0.022], [0.005, -0.110, 0.067], [-0.042, 0.037, -0.038], [0.000, 0.012, -0.034], [-0.065, -0.014, 0.038], [-0.002, 0.088, 0.002]],
  "mulliken_charge": [-1.4479, -0.1594, -0.4041, 0.1614, -0.5218, -0.7148, -0.6721, -0.0237, 0.4278, 0.4504, -0.5927, -1.0949, -0.2251, -0.0014, 0.0927, -1.8781, 0.1328, 0.8552, -0.4783, -0.3460, -0.5505, -0.4877, -0.4598, -0.6523, 0.9108, -0.3452, -0.9988, -0.5244, 0.1020, -0.5925, 0.4389, 0.3269, 0.4208, 0.3286, 0.3279, 0.3570, 0.4458, 0.3641, 0.4201, 0.3790, 0.3446, 0.6939, 0.5776, 0.1200, 0.6038, 0.3627, 0.4535, 0.3671, 0.3733, 0.3942, 0.5148, 0.3127, 0.4651, 0.2620, 0.3840]
}